No. 1
{"formula": "C23H29N3O2PdS3", "method": "ωB97M-V/def2-TZVPD", "symbols": ["Pd", "N", "C", "C", "C", "C", "C", "C", "N", "C", "C", "C", "S", "C", "N", "H", "H", "H", "H", "H", "H", "H", "C", "C", "C", "S", "O", "C", "C", "C", "H", "H", "H", "H", "H", "H", "H", "H", "H", "H", "H", "H", "H", "H", "C", "S", "O", "C", "C", "C", "C", "C", "C", "H", "H", "H", "H", "H", "H", "H", "H"], "xyz": [[0.42202, -0.07754, -0.13034], [4.15739, -0.67235, 1.50506], [4.67049, -0.61026, 0.21006], [5.97087, -0.57473, -0.27763], [6.10837, -0.54733, -1.65003], [4.99306, -0.56728, -2.50514], [3.70683, -0.60367, -2.01075], [3.55720, -0.60820, -0.62785], [2.41072, -0.67310, 0.16620], [2.82033, -0.69954, 1.41774], [1.85674, -0.73608, 2.50530], [2.08142, -0.79056, 3.84142], [0.60205, -0.73942, 4.68157], [-0.23710, -0.65194, 3.20436], [0.52238, -0.67228, 2.14926], [4.69867, -0.67224, 2.35426], [6.83183, -0.57793, 0.37747], [7.09966, -0.52337, -2.08143], [5.15610, -0.57334, -3.57430], [2.84597, -0.65247, -2.66402], [3.01728, -0.85829, 4.37405], [-1.31632, -0.59932, 3.16389], [-4.05728, 1.10559, 1.91589], [-4.37581, 0.83434, 0.44754], [-4.08550, -0.59438, -0.00025], [-2.38699, -1.05440, 0.33669], [-1.58183, -0.30045, -0.75951], [-2.39525, -2.78603, -0.19601], [-1.63973, -3.65487, 0.80905], [-2.41589, -3.83818, 2.10947], [-4.43346, 2.08386, 2.21003], [-2.97927, 1.10322, 2.10220], [-4.52357, 0.36261, 2.56641], [-3.82353, 1.52790, -0.19060], [-5.43623, 1.01314, 0.26510], [-4.21504, -0.72349, -1.07746], [-4.69862, -1.32355, 0.53577], [-1.92060, -2.76156, -1.17848], [-3.43050, -3.11116, -0.30584], [-0.66391, -3.20359, 1.01361], [-1.45192, -4.62502, 0.34850], [-2.62630, -2.87815, 2.59225], [-1.85854, -4.44961, 2.81765], [-3.36901, -4.33547, 1.92306], [0.17351, 4.43950, 0.11196], [-0.64818, 2.85425, 0.14441], [0.33224, 1.89766, 0.83992], [-0.51052, 2.43096, -1.57686], [0.65790, 1.81045, -2.01572], [0.72570, 1.39806, -3.34530], [-0.34199, 1.62026, -4.20403], [-1.48121, 2.27190, -3.75039], [-1.57702, 2.66812, -2.42076], [1.09180, 4.37571, -0.46794], [0.37372, 4.73230, 1.14170], [-0.53303, 5.13613, -0.34201], [1.55051, 1.79835, -1.39712], [1.63290, 0.94371, -3.71952], [-0.27693, 1.30132, -5.23564], [-2.30147, 2.46426, -4.42903], [-2.47514, 3.14756, -2.04792]], "atomic_forces_ev_per_a": [[-0.080, -0.139, 0.578], [0.181, 0.004, 0.013], [-0.045, -0.009, 0.088], [0.038, -0.013, 0.034], [-0.018, 0.005, -0.019], [0.047, -0.017, -0.006], [-0.049, 0.045, -0.018], [-0.058, -0.117, 0.122], [0.322, 0.429, -0.358], [-0.063, -0.096, 0.034], [-0.057, 0.043, 0.036], [0.023, -0.004, 0.144], [-0.091, -0.012, -0.004], [-0.132, -0.091, 0.043], [0.341, 0.057, -0.430], [-0.004, -0.038, 0.002], [-0.015, -0.002, -0.013], [-0.011, 0.001, 0.007], [-0.008, 0.016, 0.009], [0.011, -0.018, -0.021], [-0.015, 0.019, -0.038], [0.044, 0.019, -0.029], [-0.009, -0.018, -0.068], [0.026, 0.022, 0.058], [0.050, 0.142, -0.035], [-0.292, -0.126, -0.210], [-0.170, 0.037, 0.453], [0.117, -0.072, 0.077], [-0.106, 0.077, 0.054], [0.029, 0.001, -0.053], [0.006, -0.002, 0.010], [-0.025, -0.010, 0.016], [0.014, 0.010, 0.010], [-0.022, 0.001, -0.027], [0.009, 0.017, -0.055], [-0.081, -0.074, 0.032], [0.012, 0.021, 0.016], [-0.054, 0.007, -0.022], [0.011, 0.011, -0.032], [0.061, -0.047, -0.040], [0.022, 0.009, -0.029], [-0.010, -0.027, 0.000], [0.000, 0.018, -0.003], [-0.004, 0.018, 0.019], [0.044, -0.008, 0.071], [-0.188, 0.179, -0.071], [0.116, -0.236, -0.187], [-0.003, 0.025, 0.037], [0.110, 0.109, -0.352], [0.037, 0.012, 0.062], [-0.051, -0.004, 0.003], [0.021, -0.027, 0.007], [-0.080, -0.074, 0.015], [0.008, -0.008, 0.031], [-0.040, -0.007, -0.008], [0.066, 0.027, -0.008], [0.009, -0.080, 0.074], [0.001, 0.008, -0.007], [-0.006, 0.018, 0.010], [0.002, -0.008, 0.013], [0.008, -0.022, -0.037]], "spin_multiplicity": 3, "total_charge": 2, "lumo_energy_ev": [-5.365, -7.798], "largest_force_ev_per_a": 0.64, "homo_ev": [-14.00, -14.02]}


No. 2
{"formula": "C3H10O3S", "method": "ωB97M-V/def2-TZVPD", "symbols": ["C", "O", "C", "C", "S", "H", "H", "H", "H", "H", "H", "H", "H", "O", "H", "H", "O"], "xyz": [[0.14547, 0.33596, -0.52364], [-0.32589, 1.25800, -1.48197], [0.17643, -1.09157, -1.06697], [0.33566, -2.09653, 0.06276], [0.67589, -3.85055, -0.33226], [-0.40870, 0.40081, 0.41772], [1.18118, 0.57666, -0.25712], [-0.67670, -1.29745, -1.72325], [1.05426, -1.11239, -1.72691], [1.10101, -1.70056, 0.74892], [-0.57645, -2.05252, 0.67334], [-0.28521, 3.72977, 1.55400], [-0.34462, 4.29219, 2.93146], [0.19196, 4.37113, 2.13488], [-0.80388, 1.96789, -0.99233], [-1.95585, 3.79375, 0.67120], [-1.59460, 3.08158, 0.13684]], "atomic_forces_ev_per_a": [[0.067, -0.103, -0.004], [-0.238, 0.084, 0.099], [0.501, 0.242, -0.410], [-0.220, 0.006, 0.560], [0.080, 0.075, -0.164], [-0.334, 0.024, -0.125], [0.196, 0.141, 0.117], [-0.123, -0.006, 0.337], [-0.064, -0.377, -0.024], [0.127, -0.140, -0.206], [-0.072, -0.022, -0.146], [0.076, 0.021, -0.840], [0.190, 0.142, 0.089], [-0.357, -0.267, 0.400], [0.038, 0.089, 0.050], [-0.240, 0.073, -0.266], [0.374, 0.020, 0.530]], "total_charge": -2, "lumo_energy_ev": 5.915, "largest_force_ev_per_a": 0.84, "homo_ev": 0.07}


No. 3
{"formula": "C12H28ClN4O8", "method": "ωB97M-V/def2-TZVPD", "symbols": ["Cl", "O", "O", "O", "O", "C", "C", "O", "N", "C", "H", "H", "H", "H", "H", "H", "H", "C", "C", "O", "N", "C", "H", "H", "H", "H", "H", "H", "H", "C", "C", "O", "N", "C", "H", "H", "H", "H", "H", "H", "H", "C", "C", "O", "N", "C", "H", "H", "H", "H", "H", "H", "H"], "xyz": [[1.49734, -0.79651, 0.62551], [0.64270, 0.19666, -0.05361], [2.41458, -1.52158, -0.26980], [2.34236, -0.22286, 1.63522], [0.73228, -1.79641, 1.26679], [-0.73218, -3.13821, -4.92452], [-0.13437, -3.02285, -3.52149], [-0.63941, -3.51795, -2.50827], [0.91471, -2.32008, -3.33882], [1.91409, -1.68256, -4.33725], [0.00523, -3.11519, -5.72689], [-1.17263, -2.14330, -4.98973], [-1.42776, -3.97729, -4.91071], [1.24394, -2.24558, -2.38690], [2.07222, -2.43940, -5.10555], [2.91424, -1.55217, -3.92397], [1.56285, -0.73154, -4.73763], [-1.87260, 0.09370, 3.59680], [-2.90169, 1.12002, 3.27549], [-3.81682, 1.32054, 4.04825], [-2.89371, 1.85437, 2.20117], [-1.85693, 1.69032, 1.16236], [-1.86303, -0.00508, 4.68228], [-0.89241, 0.27656, 3.15648], [-2.16776, -0.80657, 3.05783], [-3.67319, 2.43790, 1.93284], [-2.31762, 2.11111, 0.26861], [-1.78090, 0.70644, 0.69942], [-0.93804, 2.24288, 1.35839], [4.51231, -0.71519, 5.89061], [3.15651, -1.42235, 5.89868], [2.73866, -1.78502, 6.94004], [2.56985, -1.48820, 4.69057], [1.17798, -1.89013, 4.59477], [5.33757, -1.35859, 6.19569], [4.48478, 0.14288, 6.56222], [4.70806, -0.30687, 4.89912], [3.00574, -1.03553, 3.89987], [0.52365, -1.26274, 3.98951], [0.69099, -1.91398, 5.56965], [1.04999, -2.85638, 4.10684], [-0.79258, 1.82260, -2.71391], [-1.93590, 2.55007, -3.39738], [-3.07611, 2.27225, -3.07556], [-1.62483, 3.44658, -4.32819], [-2.70875, 4.25226, -4.90004], [0.12241, 2.38523, -2.89925], [-0.67485, 0.78006, -3.00946], [-0.78084, 2.13279, -1.66904], [-0.64979, 3.69271, -4.42211], [-3.59438, 4.38197, -4.27800], [-3.03906, 3.86988, -5.86585], [-2.37703, 5.29050, -4.91090]], "atomic_forces_ev_per_a": [[1.589, -1.141, -0.701], [1.312, -1.018, 0.560], [-0.927, 1.206, -0.898], [0.119, 1.677, 0.433], [-2.064, -0.687, 0.539], [0.537, 0.751, 1.076], [-2.584, -2.551, 0.464], [-0.864, -0.410, -1.010], [6.115, 4.104, -0.885], [-1.453, -1.671, 0.653], [0.042, -0.588, 0.074], [-0.881, -0.180, -0.364], [0.016, 0.371, -0.374], [-0.222, -0.033, 0.345], [-0.189, 0.332, -0.434], [-0.421, 0.067, 0.686], [-0.099, -0.152, -0.028], [0.496, -0.051, -0.883], [-1.062, 0.069, 1.951], [-1.282, -0.358, 1.721], [2.450, 0.429, -3.868], [-1.625, 0.737, -1.288], [0.110, -0.289, -0.293], [0.125, 0.352, 0.294], [-0.196, -0.373, 0.420], [0.002, -0.305, 0.723], [0.124, 0.874, -0.093], [0.730, -0.512, 1.164], [0.100, -0.577, 0.103], [0.089, 0.396, -0.776], [2.724, 1.917, -2.066], [-2.010, -1.572, 2.843], [-1.132, -0.007, -0.049], [-0.910, -0.440, -0.438], [-0.191, -0.121, -0.008], [-0.163, -0.162, 0.180], [0.331, -0.070, -0.063], [-0.225, -0.110, -0.005], [0.697, 0.545, -0.157], [0.494, -0.145, 0.161], [0.272, -0.244, 0.220], [1.003, 2.032, -0.253], [0.043, -2.131, 1.581], [-0.600, 0.251, -0.241], [-0.691, 1.036, -0.585], [0.496, 0.856, 0.137], [0.578, -0.366, -0.973], [-0.232, 0.123, 0.647], [-0.862, -1.291, 0.445], [-0.403, 0.164, -0.216], [0.202, -0.981, 0.410], [0.170, 0.235, -0.058], [0.322, 0.013, -0.827]], "total_charge": -1, "lumo_energy_ev": 2.311, "largest_force_ev_per_a": 7.42, "homo_ev": -6.54}


No. 4
{"formula": "C3H8NO2", "method": "ωB97M-V/def2-TZVPD", "symbols": ["C", "C", "C", "N", "O", "O", "H", "H", "H", "H", "H", "H", "H", "H"], "xyz": [[-2.33091, -0.12656, -0.13733], [-0.44994, 0.11142, 0.36838], [2.03441, -0.18068, 0.21108], [0.77806, 0.28779, -0.55124], [-1.50753, 1.01708, 0.13412], [-1.18140, -1.01802, 0.05468], [-3.17014, -0.44615, 0.69268], [-2.85230, -0.01669, -1.18783], [0.16207, 0.07058, 1.44417], [2.20199, 0.56409, 0.98548], [1.81537, -1.24046, 0.43064], [2.96399, 0.06961, -0.42953], [0.78190, -0.33657, -1.31954], [0.75443, 1.24457, -0.69578]], "atomic_forces_ev_per_a": [[-2.875, -1.007, 0.327], [0.623, -0.778, 2.500], [0.941, 1.681, -1.703], [0.617, -2.066, 2.720], [1.367, -0.670, 0.532], [-0.250, 0.641, -0.570], [2.169, 1.278, -1.950], [1.390, -0.663, 1.899], [-2.355, 0.422, -2.258], [-0.405, -0.731, 0.814], [0.759, 0.700, 0.318], [-1.623, -1.213, 0.511], [-0.850, -0.061, -1.720], [0.494, 2.467, -1.421]], "total_charge": 1, "lumo_energy_ev": -3.351, "largest_force_ev_per_a": 3.47, "homo_ev": -15.18}


No. 5
{"formula": "C29H45ClN3O5PdSTe", "method": "ωB97M-V/def2-TZVPD", "symbols": ["Pd", "O", "Cl", "O", "O", "O", "C", "C", "O", "N", "Te", "C", "C", "C", "C", "C", "C", "C", "C", "C", "C", "C", "C", "C", "C", "C", "C", "C", "C", "H", "H", "H", "H", "H", "H", "H", "H", "H", "H", "H", "H", "H", "H", "H", "H", "H", "H", "H", "H", "H", "H", "H", "H", "H", "C", "C", "C", "C", "N", "C", "S", "N", "C", "C", "C", "C", "H", "H", "H", "H", "H", "H", "H", "H", "H", "H", "H", "H", "H", "H", "H", "H", "H", "H", "H", "H"], "xyz": [[1.08915, -0.17903, 2.52620], [4.50434, -1.72298, 3.79497], [3.26163, -1.24126, 3.38596], [2.14032, -2.02055, 3.87059], [3.00928, 0.16448, 3.79961], [3.12999, -1.19311, 1.90373], [-1.58343, -2.64224, 3.86663], [-0.84377, -1.57237, 3.15237], [-0.58286, -0.49268, 3.75790], [-0.36885, -1.53305, 1.89510], [-1.02074, -2.61323, 0.38010], [0.10947, -3.42816, -1.21398], [0.50105, -2.60848, -2.27299], [0.22110, -1.13750, -2.34644], [1.18057, -3.24661, -3.30272], [1.49550, -4.60140, -3.24738], [2.25881, -5.26061, -4.35566], [1.12013, -5.33894, -2.12714], [0.43495, -4.78165, -1.05444], [0.06189, -5.65530, 0.11123], [-2.70016, -1.62932, -0.38997], [-2.84249, -0.23918, -0.35998], [-1.78276, 0.71163, 0.12778], [-4.02963, 0.29033, -0.84974], [-5.03555, -0.51020, -1.37880], [-6.31002, 0.08456, -1.89803], [-4.83720, -1.88735, -1.40581], [-3.68838, -2.48118, -0.90351], [-3.57602, -3.98422, -0.95525], [-1.57510, -2.40770, 4.92725], [-1.11296, -3.61102, 3.69777], [-2.61624, -2.68347, 3.51351], [0.43242, -0.64862, -1.39193], [-0.82538, -0.95580, -2.60415], [0.84266, -0.67162, -3.10775], [1.50052, -2.65894, -4.15447], [2.57720, -4.54332, -5.10789], [1.63684, -6.01463, -4.84100], [3.13597, -5.77554, -3.96377], [1.37370, -6.39124, -2.07751], [0.74226, -6.50100, 0.17246], [-0.94835, -6.05095, -0.01539], [0.10359, -5.12966, 1.06437], [-0.77751, 0.29707, 0.05129], [-1.95088, 0.97828, 1.17591], [-1.81602, 1.62950, -0.45847], [-4.17130, 1.36455, -0.82090], [-6.22601, 1.16066, -2.03168], [-7.12535, -0.10824, -1.19861], [-6.58922, -0.36668, -2.84940], [-5.60731, -2.52633, -1.82200], [-4.55665, -4.43667, -0.82377], [-2.92209, -4.39071, -0.18135], [-3.18833, -4.30944, -1.92321], [1.73798, 5.90682, 2.55966], [1.59256, 5.18581, 3.89894], [0.42104, 4.20468, 3.99379], [0.57797, 2.93213, 3.17044], [0.38790, 3.21697, 1.74064], [0.97176, 2.62095, 0.71272], [2.02843, 1.24614, 0.93304], [0.78429, 3.10281, -0.50684], [1.30824, 2.57298, -1.77269], [1.75663, 3.71944, -2.66869], [2.93294, 4.51645, -2.10082], [4.19468, 3.68400, -1.89531], [2.50041, 6.68101, 2.63408], [0.80630, 6.40239, 2.27267], [2.05207, 5.23901, 1.75421], [1.44492, 5.93845, 4.67452], [2.52115, 4.66010, 4.13549], [-0.50723, 4.70766, 3.69710], [0.29608, 3.90417, 5.03453], [-0.16768, 2.19444, 3.48187], [1.57606, 2.51033, 3.31314], [-0.14925, 4.05393, 1.55137], [0.28277, 3.97900, -0.58703], [0.52871, 1.97888, -2.25607], [2.14800, 1.91977, -1.54964], [0.90986, 4.39135, -2.84277], [2.03176, 3.29311, -3.63518], [2.64639, 4.98761, -1.15528], [3.15046, 5.32692, -2.79724], [4.06876, 2.91597, -1.12804], [5.02138, 4.31892, -1.58079], [4.49190, 3.18893, -2.82144]], "atomic_forces_ev_per_a": [[-0.042, -0.611, -0.461], [0.093, 0.164, 0.002], [-0.097, -0.237, -0.011], [0.332, -0.136, 0.142], [-0.432, -0.037, -0.179], [-0.125, -0.102, 0.233], [0.049, -0.258, -0.364], [-0.530, 0.552, 0.031], [0.321, 0.079, 0.681], [1.437, 1.485, -0.267], [-1.434, -2.198, 0.443], [0.454, 1.112, 0.665], [0.193, -0.343, -0.313], [-0.089, -0.066, 0.070], [-0.050, 0.174, 0.029], [0.068, -0.009, 0.016], [-0.068, -0.049, 0.001], [-0.121, -0.070, 0.054], [0.064, -0.018, -0.324], [-0.012, 0.096, 0.046], [0.241, 0.690, -0.220], [0.031, 0.023, -0.259], [-0.088, -0.041, 0.165], [-0.034, -0.018, 0.062], [0.038, -0.050, 0.002], [-0.016, -0.040, 0.005], [-0.021, 0.090, 0.062], [0.025, -0.138, 0.103], [0.093, 0.080, -0.129], [-0.011, 0.040, -0.011], [-0.061, -0.021, -0.019], [0.008, -0.030, -0.015], [0.065, 0.026, -0.040], [-0.008, 0.037, 0.015], [0.010, 0.005, -0.002], [-0.001, -0.029, -0.028], [0.014, -0.001, -0.003], [0.000, 0.007, -0.022], [0.018, 0.019, -0.002], [0.043, -0.001, 0.001], [0.000, -0.008, -0.021], [-0.007, -0.004, 0.027], [0.050, -0.072, 0.019], [-0.010, 0.030, -0.031], [0.036, -0.007, -0.015], [0.007, 0.002, 0.001], [0.016, 0.010, -0.034], [-0.003, 0.007, -0.004], [-0.004, 0.017, 0.008], [-0.001, 0.016, -0.015], [-0.012, -0.011, 0.016], [0.004, -0.014, 0.002], [-0.073, -0.063, 0.016], [0.026, -0.012, 0.012], [0.078, -0.004, 0.056], [-0.112, 0.016, -0.084], [0.156, 0.086, -0.100], [-0.054, 0.019, 0.084], [0.102, -0.085, -0.006], [-0.343, 0.033, 0.186], [-0.294, -0.113, -0.277], [0.133, 0.029, 0.002], [0.062, 0.019, -0.080], [0.059, 0.065, 0.159], [0.042, -0.106, -0.065], [-0.035, 0.045, -0.005], [-0.010, 0.016, -0.022], [-0.013, -0.020, -0.026], [-0.017, -0.002, -0.017], [0.071, -0.029, 0.034], [0.001, 0.029, 0.067], [-0.047, -0.029, 0.091], [-0.055, -0.036, -0.019], [0.034, 0.006, -0.004], [0.001, 0.031, -0.015], [-0.052, -0.046, -0.051], [0.017, 0.010, 0.023], [-0.011, 0.017, 0.020], [-0.040, -0.038, -0.027], [-0.025, -0.049, -0.095], [-0.037, 0.017, -0.022], [-0.008, 0.051, -0.023], [-0.022, 0.047, 0.050], [0.018, -0.002, 0.014], [0.015, -0.025, 0.012], [0.003, -0.013, 0.001]], "spin_multiplicity": 2, "total_charge": 2, "lumo_energy_ev": [-8.775, -8.514], "largest_force_ev_per_a": 2.66, "homo_ev": [-14.32, -14.34]}